C9H14O | ωB97M-V with the def2-TZVPD basis set

## Properties
Highest occupied orbital energy: -8.28 eV
ΔE to the lowest compared entry with this formula, charge and spin: 188.2 kJ/mol
Frontier orbital gap: 9.216 eV
SMILES string: Cc1ccc(O)cc1.CC
LUMO energy: 0.931 eV

```
24
Properties=species:S:1:pos:R:3:forces:R:3
C -0.834790 -1.195311 3.607010 2.33 2.83 3.46
C -0.200848 -0.401881 2.521329 -1.60 -2.37 -2.52
C -0.437396 -0.844315 1.153464 1.03 0.39 0.42
C -0.114979 0.035003 0.100886 -0.51 -0.58 0.76
C 0.250526 1.301045 0.543683 0.68 1.53 -2.69
O 0.279849 2.295262 -0.480267 0.14 -0.82 0.91
C 0.785262 1.625804 1.776276 -0.59 -1.66 0.06
C 0.521592 0.730207 2.814182 1.00 0.14 -0.57
H -0.118223 -1.790824 4.205184 0.27 0.71 0.04
H -1.556628 -1.902779 3.540486 -2.59 -1.76 -1.70
H -1.262325 -0.365617 4.279910 0.50 -1.56 -0.42
H -0.722695 -1.913282 0.943284 0.02 1.38 0.43
H -0.117924 -0.185865 -1.002804 -0.36 0.23 1.51
H 0.067192 3.124981 -0.041721 0.15 0.07 -0.11
H 1.555273 2.355254 1.764830 0.13 1.04 0.48
H 1.048362 0.771141 3.768893 -0.57 0.42 0.01
C 0.180011 -1.249739 -3.691634 1.53 1.98 -1.64
C -0.021830 0.279570 -3.574585 0.91 0.18 -0.84
H 0.465003 -1.363680 -4.738614 0.58 -0.38 -0.01
H 1.021647 -1.582997 -3.082970 -0.53 -0.37 0.17
H -0.704517 -1.802139 -3.688615 -1.42 -1.00 0.94
H -0.214612 0.769490 -4.556864 -0.29 -0.56 0.60
H -0.790511 0.553692 -2.886711 -0.48 0.34 0.45
H 0.922551 0.756974 -3.274631 -0.31 -0.15 0.27
```
Forces are in eV/Å.

These are the Mulliken partial charges, in e, on atoms 1 to 2: -1.436, 0.731

C4H9N5 | ωB97M-V with the def2-TZVPD basis set

## Properties
Highest occupied orbital energy: -8.08 eV
ΔE to the lowest compared entry with this formula, charge and spin: 522.4 kJ/mol
Frontier orbital gap: 8.748 eV
LUMO energy: 0.672 eV

```
18
Properties=species:S:1:pos:R:3:forces:R:3
C -2.202422 -0.642309 0.416968 -1.35 -1.61 0.43
C -1.447696 0.531555 -0.368253 -4.31 2.49 -1.25
C -0.054434 0.357141 -0.422091 2.84 2.38 2.86
C 2.169580 -0.289483 0.029043 -3.48 -0.86 -1.76
H -3.697370 0.861867 0.154539 -0.82 -4.69 0.43
H -4.240980 -0.658048 -0.677409 1.92 0.60 2.13
H -1.863252 -0.976093 1.720926 -1.12 1.89 -4.07
H -1.970327 -1.700592 -0.062540 -0.46 2.30 0.59
H -1.376465 1.673749 0.042486 -1.21 -2.86 -0.01
H -2.077724 0.887254 -1.438352 1.94 -1.97 2.65
H 2.538987 1.691351 0.399860 1.38 1.21 0.73
H 2.734235 -2.025727 0.083679 1.94 2.33 0.15
H 0.587017 -1.642661 -0.708945 -0.49 0.05 -0.27
N -3.767563 -0.350261 0.265210 1.56 3.70 -1.06
N 0.578802 1.345388 0.222565 -0.56 -0.25 -2.24
N 1.889990 0.992082 0.240049 -0.05 -0.05 0.40
N 3.183082 -1.016019 0.218548 -1.48 -3.06 -0.25
N 0.769362 -0.664408 -0.581835 3.77 -1.59 0.53
```
Forces are in eV/Å.

These are the Mulliken partial charges, in e, on atoms 1 to 2: -0.286, -0.205

C4H10O2 | ωB97M-V with the def2-TZVPD basis set

## Properties
Highest occupied orbital energy: -10.08 eV
ΔE to the lowest compared entry with this formula, charge and spin: 109.3 kJ/mol
Frontier orbital gap: 10.859 eV
SMILES string: CC[C@@H](O)CO
LUMO energy: 0.780 eV

```
16
Properties=species:S:1:pos:R:3:forces:R:3
C 1.348473 -0.407052 -1.823322 -0.03 0.04 -0.06
C 0.270147 -0.683140 -0.775399 -0.26 -0.01 -0.09
C -0.111680 0.481905 0.144396 -0.10 0.09 -0.01
O -1.292104 1.041623 -0.460318 -0.07 0.30 0.38
C -0.397672 0.028230 1.571209 0.11 -0.23 -0.25
O -1.201129 1.030849 2.162590 -0.10 0.02 0.44
H 1.196662 -1.055321 -2.691941 0.09 0.07 0.10
H 1.283322 0.628701 -2.172061 -0.01 -0.12 0.00
H 2.372424 -0.574219 -1.467114 -0.24 0.05 0.10
H -0.715754 -0.734219 -1.255005 0.49 -0.84 -0.37
H 0.451360 -1.629418 -0.245575 0.06 0.28 0.01
H 0.628929 1.292131 0.157587 -0.03 -0.19 0.01
H -2.054189 0.867875 0.108529 0.23 0.22 0.04
H 0.539981 -0.125608 2.129328 -0.12 0.09 -0.24
H -0.923774 -0.941871 1.545872 -0.02 0.19 -0.01
H -1.394994 0.779534 3.071224 -0.01 0.04 -0.05
```
Forces are in eV/Å.

These are the Mulliken partial charges, in e, on atoms 1 to 2: -1.214, -0.465

C9H17NO3 | ωB97M-V with the def2-TZVPD basis set

## Properties
Highest occupied orbital energy: -9.25 eV
ΔE to the lowest compared entry with this formula, charge and spin: 346.7 kJ/mol
Frontier orbital gap: 10.056 eV
SMILES string: OCC1(CO)COC2(CCCC2)N1
LUMO energy: 0.804 eV

```
30
Properties=species:S:1:pos:R:3:forces:R:3
O 1.679712 -2.177826 -0.174869 -1.01 0.60 -0.30
C 2.263511 -1.231843 0.734021 -1.66 2.02 -3.31
C 1.449676 0.174960 0.702996 2.28 -1.08 1.57
C 2.281191 1.270859 1.588544 -0.50 -1.72 -1.38
O 1.961559 1.106969 2.933179 0.31 0.10 0.53
C 1.453267 0.613259 -0.740567 -1.21 -0.32 0.89
O 0.279527 -0.015399 -1.351822 1.80 -0.46 0.83
C -0.680035 -0.095402 -0.305503 -0.38 3.23 1.95
C -1.568902 -1.262310 -0.424752 -1.22 -0.50 -0.89
C -2.899128 -0.863589 -1.107409 -1.69 2.03 2.11
C -2.636160 0.594764 -1.579130 -0.18 -0.21 1.43
C -1.595093 1.121484 -0.530555 -1.08 -0.09 -1.89
N 0.038573 0.059647 1.051683 -0.13 -1.25 -0.71
H 1.117131 -1.670643 -0.822138 0.87 -0.72 0.69
H 3.233362 -1.028794 0.333076 0.99 0.55 -0.13
H 2.419823 -1.710739 1.617981 -0.13 -1.02 2.90
H 1.980325 2.227033 1.217272 -0.40 0.95 -0.17
H 3.395914 1.243920 1.419911 -1.11 -0.51 0.36
H 1.028025 1.330791 3.011897 -0.07 -0.10 0.07
H 2.388560 0.206049 -1.059769 0.33 0.28 -1.53
H 1.359830 1.693041 -0.726643 0.10 0.27 -0.74
H -1.006407 -2.045164 -0.859417 0.25 -1.00 -1.03
H -1.857472 -1.663491 0.486889 -0.11 -0.49 2.19
H -3.845453 -0.793693 -0.385496 2.21 -0.61 -1.02
H -3.193487 -1.489349 -1.898789 -0.28 -0.86 -1.04
H -2.126778 0.391928 -2.502205 0.07 1.00 -0.91
H -3.539462 1.279811 -1.597945 1.07 -1.02 -0.53
H -1.113345 1.974108 -0.988680 0.73 0.14 0.03
H -2.123593 1.538316 0.298419 -0.22 -0.32 1.08
H -0.144670 -0.778697 1.659822 0.37 1.11 -1.02
```
Forces are in eV/Å.

These are the Mulliken partial charges, in e, on atoms 1 to 2: -0.636, -1.012

C39H66CrN11OP | ωB97M-V with the def2-TZVPD basis set

## Properties
<S²>: 3.803
Highest occupied orbital energy (spin up / spin down): -15.15 / -15.15 eV
Charge: +3
ΔE to the lowest compared entry with this formula, charge and spin: 185.5 kJ/mol
Frontier orbital gap (spin up / spin down): 6.018 / 7.398 eV
LUMO energy (spin up / spin down): -9.131 / -7.751 eV
Spin multiplicity: 4

```
119
Properties=species:S:1:pos:R:3:forces:R:3
Cr 1.225156 -1.264968 0.217033 0.20 -0.55 0.23
C -3.888348 -3.493502 -0.621571 -0.07 -0.04 0.05
N -2.486805 -3.659477 -0.234848 -0.03 0.09 -0.21
C -2.105148 -5.025152 0.110441 0.01 -0.02 0.11
C -1.576017 -2.670089 -0.494257 -0.22 0.05 -0.08
N -0.683123 -2.260768 0.399991 0.35 0.30 0.15
C -0.730014 -2.965955 1.685730 0.06 0.02 0.02
C 0.012628 -2.231020 2.801586 -0.32 -0.30 -0.10
N 1.010594 -1.254350 2.281009 0.11 -0.05 -0.19
C 0.440448 0.097440 2.525286 -0.14 0.44 -0.19
C 1.272252 1.170954 1.881207 -0.13 0.04 0.16
N 1.552836 0.789405 0.493267 -0.17 -0.55 0.28
C 1.992780 1.772163 -0.273672 0.04 -0.05 -0.36
N 1.922432 1.647508 -1.638461 -0.17 0.35 -0.02
C 2.941644 2.290932 -2.464210 0.00 0.01 -0.05
C 0.626719 1.551075 -2.308484 0.03 0.02 0.02
N 2.522641 2.912142 0.223926 0.09 -0.05 -0.12
C 3.521988 2.986990 1.279980 -0.05 -0.06 0.18
C 2.148563 4.206396 -0.340499 -0.01 0.15 -0.06
C 2.356333 -1.448083 2.891348 0.41 0.02 -0.07
C 3.487617 -1.053579 1.941955 -0.05 0.33 0.10
N 3.206070 -1.504061 0.580218 -0.13 -0.40 0.14
C 4.130622 -2.201895 -0.081778 0.19 0.11 -0.18
N 5.068943 -2.969706 0.509937 0.07 0.03 0.09
C 6.453383 -3.023649 0.038226 0.15 -0.02 0.00
C 4.832547 -3.732540 1.727356 0.01 -0.07 0.04
N 4.144291 -2.141073 -1.432685 -0.17 0.00 0.06
C 3.419926 -1.087423 -2.113810 0.07 0.05 0.14
C 4.659483 -3.212991 -2.282365 0.05 -0.10 -0.09
N -1.616768 -2.083141 -1.707445 0.13 0.06 0.04
C -2.229092 -2.716577 -2.871455 -0.07 -0.07 -0.20
C -0.896132 -0.847727 -1.920427 -0.48 -0.37 0.44
H -4.513728 -3.800766 0.217699 0.00 0.04 0.00
H -4.161349 -4.107277 -1.482876 0.04 0.01 0.01
H -4.096164 -2.448465 -0.834521 -0.03 0.03 0.04
H -2.653674 -5.712091 -0.535775 0.03 0.01 -0.03
H -2.348548 -5.279626 1.144300 0.04 0.00 -0.01
H -1.043278 -5.194730 -0.064857 -0.01 0.00 0.02
H -0.280369 -3.959541 1.583540 -0.06 -0.01 0.05
H -1.764133 -3.125976 1.995865 0.01 -0.04 -0.03
H 0.499420 -2.971803 3.431672 0.11 0.09 0.03
H -0.698248 -1.707095 3.438425 0.08 0.13 -0.03
H 0.350343 0.279567 3.599759 0.01 -0.15 0.01
H -0.547828 0.118819 2.063599 -0.02 -0.04 0.04
H 2.176623 1.330852 2.470933 0.02 0.00 -0.09
H 0.702734 2.102045 1.897005 -0.01 -0.02 0.01
H 2.686812 3.319146 -2.730084 -0.01 -0.02 0.00
H 3.022368 1.726583 -3.394022 0.04 -0.01 0.01
H 3.907837 2.281981 -1.963039 -0.01 0.01 0.01
H -0.143492 1.308285 -1.581117 0.17 0.25 -0.03
H 0.666586 0.803331 -3.103829 0.05 0.11 0.02
H 0.368792 2.509833 -2.768604 0.02 0.03 0.01
H 4.021385 2.028309 1.407444 -0.04 0.01 0.00
H 3.100745 3.318288 2.232292 0.01 -0.02 -0.01
H 4.277817 3.713826 0.981102 0.00 -0.02 -0.03
H 1.348382 4.094772 -1.068794 0.00 -0.04 0.02
H 2.999794 4.709751 -0.802378 0.01 -0.05 -0.02
H 1.777676 4.841688 0.466301 0.00 -0.02 0.00
H 2.467476 -2.504671 3.128635 -0.12 -0.01 0.02
H 2.434160 -0.884747 3.824454 -0.09 -0.04 0.02
H 4.424855 -1.443347 2.333197 -0.02 -0.03 -0.04
H 3.603290 0.028881 1.915015 -0.01 -0.02 0.03
H 6.613993 -2.328503 -0.779862 -0.03 0.01 0.01
H 6.727019 -4.031662 -0.276723 -0.03 0.02 -0.04
H 7.112980 -2.739708 0.860227 -0.03 0.01 0.00
H 3.770443 -3.764568 1.959296 0.02 0.00 -0.01
H 5.387675 -3.331513 2.578528 -0.05 0.03 0.00
H 5.181855 -4.754273 1.569543 -0.03 0.00 -0.02
H 2.340882 -1.309648 -2.195730 0.11 -0.02 -0.12
H 3.817645 -0.978351 -3.120352 -0.06 0.00 -0.03
H 3.534559 -0.149597 -1.581203 0.00 -0.02 -0.01
H 4.842206 -4.114985 -1.703122 -0.02 0.03 0.01
H 5.586085 -2.925731 -2.780499 -0.01 0.01 0.03
H 3.923583 -3.435186 -3.057275 -0.02 -0.02 0.02
H -2.358907 -3.782189 -2.706724 0.03 0.02 0.03
H -1.574117 -2.590116 -3.733237 0.03 0.03 0.04
H -3.198146 -2.278368 -3.114302 0.01 0.01 0.03
H 0.192093 -0.998950 -1.769629 0.06 0.03 -0.34
H -1.232564 -0.086548 -1.217965 -0.02 -0.06 0.14
H -1.054460 -0.497890 -2.936150 0.08 -0.09 0.00
N 1.505072 -3.479090 -0.603553 0.17 0.37 -0.07
H 0.878646 -3.727184 -1.366303 -0.09 0.05 0.05
H 1.285467 -4.112423 0.161171 -0.08 0.04 0.01
H 2.438725 -3.739388 -0.913354 -0.02 0.05 -0.02
O -1.345379 1.340733 0.450566 0.11 -0.14 0.04
P -2.600278 2.149954 0.271103 -0.46 0.29 -0.03
C -4.085007 1.142698 0.513466 0.32 0.05 -0.10
C -5.356617 1.569060 0.135689 0.00 -0.06 0.00
C -6.465292 0.810514 0.477963 -0.05 0.01 0.04
C -6.310826 -0.354887 1.217868 0.02 -0.08 0.00
C -5.044655 -0.786408 1.587375 0.03 -0.01 0.01
C -3.930629 -0.040540 1.231624 -0.01 -0.01 -0.06
C -2.688733 2.914828 -1.366721 -0.02 -0.11 0.30
C -2.003078 4.110662 -1.579370 0.00 -0.03 -0.02
C -2.012908 4.702055 -2.832776 0.08 0.03 0.03
C -2.710287 4.105645 -3.876149 -0.04 0.00 -0.01
C -3.374581 2.903625 -3.674593 0.03 -0.06 -0.04
C -3.359108 2.304006 -2.423023 0.02 -0.04 0.02
C -2.752400 3.487884 1.472071 0.09 -0.12 -0.27
C -2.012733 3.439261 2.648983 0.02 0.02 -0.08
C -2.151380 4.445907 3.592197 0.00 -0.04 0.08
C -3.052246 5.478750 3.374779 0.00 0.02 0.00
C -3.797274 5.525345 2.203332 -0.10 -0.04 -0.01
C -3.647772 4.532996 1.248462 0.07 -0.07 0.07
H -5.482891 2.488473 -0.422581 -0.03 0.00 0.00
H -7.456759 1.129390 0.185971 0.02 0.05 -0.01
H -7.179717 -0.927808 1.513614 -0.02 0.01 -0.04
H -4.930368 -1.695434 2.164733 -0.01 0.00 0.02
H -2.931163 -0.353191 1.517149 -0.03 -0.03 0.01
H -1.486554 4.584134 -0.751451 -0.02 0.06 -0.03
H -1.491346 5.636840 -2.992847 -0.04 0.02 -0.01
H -2.755891 4.591313 -4.841772 0.05 -0.02 -0.02
H -3.916620 2.438185 -4.487194 -0.01 0.03 -0.01
H -3.888980 1.372172 -2.259325 -0.04 0.03 -0.02
H -1.341563 2.606064 2.822767 0.02 0.03 0.01
H -1.566175 4.419686 4.501995 -0.04 0.00 0.03
H -3.186514 6.245094 4.126177 0.05 0.03 -0.02
H -4.505532 6.326601 2.041584 0.02 0.02 0.00
H -4.224159 4.559219 0.331632 -0.02 0.11 0.02
```
Forces are in eV/Å.

These are the Mulliken partial charges, in e, on atoms 1 to 2: -0.387, -1.195

C30H29MgN4OPS2 | ωB97M-V with the def2-TZVPD basis set

## Properties
Highest occupied orbital energy: -7.54 eV
ΔE to the lowest compared entry with this formula, charge and spin: 11.1 kJ/mol
Frontier orbital gap: 6.917 eV
LUMO energy: -0.624 eV

```
68
Properties=species:S:1:pos:R:3:forces:R:3
Mg 0.017946 0.024589 0.379964 1.10 -0.53 -0.15
C -0.707106 4.278493 1.190519 0.01 -0.04 0.04
C -0.960519 2.859586 0.749918 0.57 0.14 0.06
N 0.039408 2.043295 0.604563 -0.30 0.43 -0.22
N 1.297120 2.517713 0.915035 0.33 0.40 0.28
C 2.285086 1.784484 0.526103 -0.17 0.47 0.31
S 2.278543 0.343535 -0.416262 0.05 -0.46 -0.23
S 3.911060 2.231380 1.037372 0.12 0.21 -0.12
C 3.668784 3.828175 1.907039 -0.03 -0.41 -0.15
C 3.596543 3.637317 3.392379 -0.04 0.03 0.04
C 4.751143 3.382230 4.129345 -0.03 0.00 0.00
C 4.685624 3.176808 5.497960 0.02 -0.01 -0.01
C 3.461023 3.227014 6.151362 -0.01 -0.03 0.05
C 2.305915 3.474727 5.425223 -0.04 -0.02 0.02
C 2.372983 3.673668 4.052610 -0.04 0.05 0.00
C -2.326660 2.411198 0.503157 -0.30 -0.23 -0.06
C -3.377268 3.346308 0.541967 0.06 -0.02 -0.02
C -4.693257 2.986332 0.368776 -0.14 0.11 -0.02
C -5.014791 1.646518 0.147200 0.12 0.02 0.04
C -4.015826 0.705472 0.078144 -0.01 -0.04 -0.03
C -2.653505 1.047991 0.222593 0.06 0.18 0.01
O -1.757122 0.111305 0.109143 -1.70 -0.20 -0.20
H 0.208625 4.308112 1.772045 0.01 0.05 -0.05
H -1.522820 4.675338 1.788711 0.00 -0.03 -0.04
H -0.563157 4.922987 0.320587 -0.03 0.01 0.00
H 2.750849 4.248059 1.504811 0.02 0.10 0.01
H 4.516522 4.444114 1.611420 0.01 0.03 0.05
H 5.707897 3.337200 3.621173 0.00 0.01 0.01
H 5.591063 2.978405 6.057334 0.00 0.02 0.00
H 3.408768 3.077061 7.222260 0.00 -0.01 0.00
H 1.348028 3.510738 5.930930 0.01 0.02 -0.02
H 1.468746 3.861609 3.484310 0.06 -0.03 0.03
H -3.148873 4.392910 0.690842 -0.03 -0.04 0.03
H -5.470761 3.737939 0.402817 0.02 0.00 0.00
H -6.049404 1.351335 0.023275 0.00 -0.02 0.00
H -4.235394 -0.338992 -0.106585 -0.01 0.01 -0.02
C -0.698877 -4.265489 -0.187534 -0.13 0.29 -0.06
P 0.289012 -2.714476 -0.084013 0.50 -0.40 0.13
C 1.515593 -3.071439 -1.402682 -0.16 0.13 -0.01
C 1.288663 -3.092773 1.406032 0.06 -0.02 0.04
C 2.657956 -2.830097 1.443451 -0.07 -0.04 0.00
C 3.393020 -3.080709 2.593708 0.05 0.06 0.02
C 2.772567 -3.585644 3.725221 -0.03 0.02 0.06
C 1.409258 -3.847937 3.700795 -0.01 0.00 0.06
C 0.675138 -3.603096 2.551069 -0.02 0.06 -0.05
H -1.454146 -4.303908 0.594970 -0.02 0.00 -0.02
H -0.039469 -5.128532 -0.101031 0.00 0.00 0.00
H -1.208913 -4.289316 -1.150543 -0.03 -0.01 0.01
H 2.043345 -4.002616 -1.196212 0.00 -0.01 -0.03
H 2.228631 -2.253520 -1.487460 0.03 -0.01 -0.03
H 0.983611 -3.152796 -2.351098 0.02 0.00 -0.02
H 3.158929 -2.427957 0.574079 0.02 0.05 0.01
H 4.456490 -2.875620 2.604898 -0.02 0.01 -0.01
H 3.344926 -3.772116 4.625351 0.00 -0.02 -0.03
H 0.917964 -4.248964 4.579054 0.00 0.01 -0.02
H -0.387219 -3.817419 2.545685 -0.01 0.01 0.04
N -0.316178 -0.029775 7.842163 0.02 0.02 -0.08
C -0.221227 -0.024725 6.697223 -0.04 0.01 0.33
C -0.109945 -0.038573 5.268898 0.06 -0.06 -0.40
C -1.226142 -0.310656 4.479349 0.08 0.04 0.13
C -1.060980 -0.348644 3.109444 -0.05 0.01 0.02
N 0.116364 -0.121811 2.517272 -0.10 -0.20 0.19
C 1.174553 0.158795 3.273507 0.16 -0.05 0.04
C 1.113985 0.200638 4.655328 -0.06 -0.01 0.08
H -2.191997 -0.478144 4.933517 -0.01 -0.04 -0.05
H -1.890622 -0.553009 2.441817 0.00 0.01 0.04
H 2.106167 0.359291 2.758576 0.03 -0.05 -0.03
H 1.997837 0.419764 5.235817 0.02 0.04 0.00
```
Forces are in eV/Å.

These are the Mulliken partial charges, in e, on atoms 1 to 2: 1.140, -1.302